{"formula": "C8H11N", "method": "ωB97M-V/def2-TZVPD", "species": ["C", "C", "C", "C", "C", "C", "C", "C", "H", "H", "H", "H", "H", "H", "H", "H", "H", "H", "H", "N"], "xyz": [[1.4604, 1.2576, 1.3581], [0.4790, 1.4265, -0.8791], [-0.3329, 0.3624, -1.5317], [-1.1508, -1.3487, -1.0205], [-0.9571, -2.2532, -0.0232], [-0.6121, -1.6574, 1.2159], [-0.2391, -0.2443, 0.5691], [-1.2583, -0.0055, -0.5393], [1.2080, 1.8917, 2.5310], [2.2369, 2.0139, 0.9128], [2.2826, 0.2136, 1.6165], [1.6849, 1.5254, -1.0228], [-0.3279, 2.3386, -1.2779], [-0.7934, 0.5218, -2.5421], [-1.5569, -1.8702, -1.8561], [-1.1010, -3.2931, -0.1824], [0.1953, -2.3430, 2.0819], [0.6511, -0.7576, 0.0491], [-2.0804, 0.9189, -0.0908], [0.2118, 1.3023, 0.6315]], "atomic_forces_ev_per_a": [[3.43, 2.96, 4.21], [0.43, 2.16, 0.14], [-0.18, -0.25, -1.92], [-2.29, -0.58, -3.12], [0.85, -0.62, 4.65], [3.03, -1.06, 0.09], [0.76, 1.20, -0.08], [-2.06, 1.88, 3.00], [0.97, -2.45, -3.33], [-1.45, -1.30, 0.67], [-3.21, 2.63, -1.02], [-3.22, 0.20, -0.25], [2.97, -1.61, 1.04], [0.99, -0.24, 0.73], [-0.65, 0.82, -1.30], [0.21, -0.77, 0.05], [-3.03, 2.48, -2.68], [-0.40, 1.63, 0.55], [1.33, -3.18, -1.41], [1.54, -3.90, -0.01]], "lumo_energy_ev": -0.080, "e_tot_ev": -9952.63764, "mol_weight_da": 121.2}

***

{"formula": "C8H11N", "method": "ωB97M-V/def2-TZVPD", "species": ["C", "C", "C", "C", "C", "C", "C", "C", "H", "H", "H", "H", "H", "H", "H", "H", "H", "H", "H", "N"], "xyz": [[0.4814, -0.4596, 0.2610], [-0.1077, -0.2735, 1.6266], [-1.4307, 0.4830, 1.2661], [-1.0588, 0.5327, -0.1553], [-0.4904, -0.7416, -0.7703], [0.1168, -0.3994, -2.0672], [0.5511, 0.8592, -1.8394], [0.4567, 0.9833, -0.3332], [2.1230, -2.0270, 1.1530], [2.5467, -0.2092, 0.1481], [0.4649, 0.2448, 2.3639], [-0.3445, -1.2007, 2.0518], [-1.6398, 1.3322, 1.6956], [-2.3328, -0.1738, 1.0654], [-1.6896, 1.0989, -0.7327], [-1.0407, -1.5655, -0.5477], [-0.3491, -0.7126, -3.1177], [1.0489, 1.6883, -2.5044], [0.9629, 1.7337, 0.2601], [1.7318, -1.1932, 0.1764]], "atomic_forces_ev_per_a": [[5.03, 0.23, 1.65], [-2.00, 0.10, 0.40], [0.83, -6.87, -3.28], [0.33, 3.75, -1.63], [-1.53, -0.25, 1.08], [-2.32, 1.61, -3.85], [2.59, 0.73, -0.60], [-0.53, -0.44, 0.31], [-1.88, 3.86, -3.54], [-2.65, -4.47, 0.57], [0.85, 0.53, 0.08], [-0.21, -1.63, 0.76], [-1.08, 4.51, 2.30], [0.53, 0.41, 1.80], [-1.84, 1.24, -1.79], [-1.73, -2.92, -0.34], [1.54, 0.24, 2.45], [-1.29, -2.00, 1.17], [-0.15, 0.55, -0.13], [5.52, 0.82, 2.58]], "lumo_energy_ev": 0.973, "e_tot_ev": -9957.68986, "mol_weight_da": 121.2}

***

no.,HOMO level (eV),gap between HOMO and LUMO (eV),maximum force (eV/A)
1,-7.861,7.8,6.19
2,-8.527,9.5,7.66